1.
ORCA calculation (wB97M-V/def2-TZVPD) on C38H38AsCl3OPPt as an isolated structure.

Last column: Löwdin charge in e.
Positions of all 83 atoms, in Å:
1 Pt -0.911 0.185 0.654  0.668
2 Cl -1.094 -3.812 6.913  0.686
3 C -1.166 -3.143 5.316  -0.675
4 C -0.927 -1.797 5.125  -0.138
5 C -0.974 -1.282 3.840  -0.568
6 Cl -0.648 0.429 3.655  0.701
7 C -1.252 -2.061 2.710  -0.474
8 O -1.257 -1.654 1.456  -0.371
9 C -1.516 -3.421 2.971  -0.571
10 Cl -1.916 -4.444 1.631  0.753
11 C -1.472 -3.961 4.238  -0.124
12 H -0.702 -1.154 5.963  0.109
13 H -1.678 -5.011 4.387  0.112
14 C -2.162 3.464 1.537  -0.083
15 C -2.539 2.737 0.241  -0.674
16 C -3.437 3.619 -0.620  -0.060
17 C -3.298 1.452 0.630  -0.107
18 P -1.031 2.056 -0.628  0.966
19 C -1.624 1.581 -2.284  -0.338
20 C -1.787 2.497 -3.327  -0.091
21 C -2.305 2.096 -4.547  -0.056
22 C -2.681 0.774 -4.746  -0.057
23 C -2.532 -0.145 -3.720  -0.065
24 C -2.004 0.256 -2.500  -0.124
25 C 0.344 3.289 -0.786  -0.663
26 C 1.090 3.309 0.556  -0.089
27 C -0.110 4.721 -1.097  -0.065
28 C 1.286 2.792 -1.889  -0.070
29 H -3.074 3.656 2.107  0.100
30 H -1.689 4.425 1.348  0.072
31 H -1.501 2.865 2.165  0.047
32 H -4.337 3.867 -0.052  0.099
33 H -3.747 3.115 -1.535  0.081
34 H -2.949 4.557 -0.888  0.081
35 H -4.195 1.707 1.199  0.112
36 H -2.739 0.815 1.368  0.040
37 H -3.598 0.853 -0.229  0.086
38 H -1.519 3.534 -3.199  0.090
39 H -2.421 2.819 -5.342  0.114
40 H -3.091 0.465 -5.699  0.113
41 H -2.822 -1.177 -3.862  0.114
42 H -1.883 -0.477 -1.711  0.070
43 H 0.470 3.686 1.367  0.069
44 H 1.957 3.966 0.465  0.100
45 H 1.443 2.316 0.827  0.036
46 H -0.686 5.156 -0.283  0.070
47 H -0.690 4.813 -2.012  0.065
48 H 0.787 5.332 -1.222  0.100
49 H 1.522 1.734 -1.781  0.054
50 H 2.226 3.344 -1.823  0.101
51 H 0.867 2.946 -2.882  0.081
52 C 5.113 0.975 -1.216  -0.060
53 C 4.417 0.180 -2.116  -0.059
54 C 3.201 -0.380 -1.752  -0.095
55 C 2.682 -0.129 -0.488  -0.370
56 C 3.387 0.651 0.423  -0.121
57 C 4.602 1.206 0.055  -0.059
58 As 1.049 -0.974 0.073  1.300
59 C 0.710 -2.445 -1.095  -0.290
60 C 0.275 -2.430 -2.409  -0.094
61 C 0.075 -3.639 -3.061  -0.062
62 C 0.305 -4.833 -2.390  -0.048
63 C 0.745 -4.840 -1.073  -0.010
64 C 0.960 -3.640 -0.409  -0.190
65 C 1.439 -3.501 0.985  -0.198
66 C 1.733 -4.546 1.851  -0.012
67 C 2.151 -4.273 3.145  -0.047
68 C 2.284 -2.965 3.592  -0.056
69 C 1.995 -1.908 2.738  -0.086
70 C 1.582 -2.191 1.449  -0.290
71 H 6.063 1.408 -1.501  0.112
72 H 4.824 -0.012 -3.100  0.113
73 H 2.667 -1.012 -2.451  0.100
74 H 3.000 0.822 1.421  0.100
75 H 5.155 1.809 0.762  0.114
76 H 0.089 -1.496 -2.924  0.097
77 H -0.260 -3.651 -4.089  0.110
78 H 0.141 -5.773 -2.900  0.114
79 H 0.919 -5.782 -0.571  0.116
80 H 1.625 -5.573 1.528  0.115
81 H 2.370 -5.091 3.818  0.115
82 H 2.600 -2.769 4.608  0.116
83 H 2.072 -0.886 3.091  0.097

Calculated values
Kohn-Sham gap in Eh: 0.24599
Net charge: +1
F_max in eV/Å: 0.48
E_LUMO in hartree: -0.1306

=====

2.
ORCA calculation (wB97M-V/def2-TZVPD) on an isolated ion of composition C38H38N3S and charge +1 in a non-equilibrium geometry.

Last column: Löwdin charge in e.
Positions of all 80 atoms, in Å:
1 C 1.672 4.733 -2.133  -0.152
2 C 0.540 5.606 -1.582  -0.152
3 N 0.309 5.384 -0.182  -0.093
4 C -0.507 6.246 0.645  -0.116
5 C -0.567 5.514 2.012  -0.085
6 C 0.199 4.258 1.792  -0.161
7 C 0.635 3.249 2.639  -0.017
8 C 1.689 2.412 2.199  -0.156
9 C 2.375 1.573 3.275  -0.189
10 C 3.296 0.450 2.731  -0.237
11 C 3.141 -0.818 3.324  -0.004
12 C 3.845 -1.897 2.819  -0.141
13 C 4.563 -1.706 1.629  -0.147
14 N 4.980 -2.886 1.127  -0.092
15 C 5.618 -3.025 -0.153  -0.150
16 C 5.297 -1.830 -1.054  -0.151
17 C 5.385 -0.465 -0.339  -0.129
18 C 4.731 -0.469 1.000  -0.139
19 C 4.205 0.638 1.675  -0.038
20 C 4.679 -3.994 2.004  -0.117
21 C 3.921 -3.335 3.188  -0.086
22 C 1.941 2.294 0.817  0.027
23 C 1.464 3.249 -0.082  -0.139
24 C 0.658 4.251 0.465  -0.147
25 C 1.763 3.314 -1.542  -0.134
26 H 1.543 4.662 -3.217  0.113
27 H 2.624 5.247 -1.951  0.115
28 H 0.775 6.670 -1.723  0.126
29 H -0.391 5.411 -2.149  0.128
30 H -0.056 7.248 0.729  0.123
31 H -1.508 6.379 0.203  0.123
32 H -0.102 6.135 2.792  0.112
33 H -1.605 5.324 2.312  0.121
34 H 0.228 3.169 3.651  0.135
35 H 1.523 0.986 3.671  0.145
36 H 2.456 -0.978 4.157  0.114
37 H 6.713 -3.116 -0.023  0.128
38 H 5.266 -3.966 -0.604  0.128
39 H 5.982 -1.846 -1.907  0.116
40 H 4.279 -1.966 -1.444  0.122
41 H 6.442 -0.182 -0.224  0.126
42 H 4.916 0.298 -0.976  0.118
43 H 4.444 1.648 1.324  0.136
44 H 4.060 -4.746 1.490  0.124
45 H 5.603 -4.495 2.330  0.123
46 H 4.489 -3.487 4.118  0.118
47 H 2.934 -3.793 3.329  0.121
48 H 2.519 1.465 0.410  0.109
49 H 1.070 2.657 -2.092  0.126
50 H 2.772 2.924 -1.714  0.114
51 C 2.281 0.344 6.789  0.040
52 N 3.626 0.531 6.209  -0.025
53 C 4.771 -0.156 6.702  -0.206
54 C 5.911 0.233 6.008  -0.387
55 C 7.177 -0.155 6.446  -0.056
56 C 7.279 -0.889 7.637  -0.049
57 C 6.120 -1.294 8.321  -0.047
58 C 4.845 -0.963 7.837  0.005
59 S 5.513 1.250 4.610  1.241
60 C 3.893 1.334 5.162  -0.420
61 C 2.876 2.250 4.523  -0.167
62 C 3.435 3.741 4.674  -0.121
63 C 4.495 4.026 5.542  -0.083
64 C 4.824 5.331 5.946  -0.067
65 C 4.062 6.413 5.509  -0.076
66 C 3.009 6.167 4.623  -0.057
67 C 2.726 4.859 4.204  -0.019
68 H 1.820 1.318 7.002  0.112
69 H 1.636 -0.238 6.112  0.107
70 H 2.384 -0.208 7.727  0.088
71 H 8.034 0.142 5.844  0.119
72 H 8.266 -1.151 8.022  0.117
73 H 6.209 -1.877 9.239  0.118
74 H 3.930 -1.315 8.313  0.112
75 H 2.012 2.252 5.211  0.134
76 H 5.094 3.227 5.984  0.067
77 H 5.666 5.487 6.623  0.110
78 H 4.268 7.423 5.874  0.111
79 H 2.382 6.989 4.264  0.109
80 H 1.896 4.728 3.523  0.073

Calculated values
Kohn-Sham gap in Eh: 0.20891
Net charge: +1
F_max in eV/Å: 2.96
E_LUMO in hartree: -0.1177